Below is a structure of composition C34H36N9O3S4Ti in a non-equilibrium geometry, with properties calculated with ωB97M-V/def2-TZVPD.

Structure (XYZ):
```
87
Properties=species:S:1:pos:R:3
Ti 0.69626 -0.44029 0.93111
C 3.66911 -1.35664 3.97437
C 2.89752 -1.28651 2.70801
N 2.14923 -0.30567 2.37702
N 2.00547 0.80848 3.19227
C 1.22400 1.65205 2.55452
O 0.79550 1.42901 1.35820
C 0.80921 2.90421 3.22491
C 1.41954 3.32741 4.40005
C 0.97543 4.47784 5.03025
C -0.08222 5.20066 4.48951
C -0.68501 4.78105 3.31198
C -0.23700 3.62879 2.67369
C 2.92885 -2.34077 1.67086
C 3.68802 -3.48907 1.77929
C 3.71638 -4.37006 0.70742
C 3.01654 -4.05287 -0.44230
C 2.27631 -2.88781 -0.46782
N 2.20310 -2.06163 0.58191
H 3.54263 -0.43253 4.53091
H 4.73361 -1.52017 3.78372
H 3.31660 -2.18742 4.59555
H 2.23368 2.74600 4.81181
H 1.45061 4.81084 5.94544
H -0.43899 6.09107 4.99273
H -1.50499 5.34498 2.88820
H -0.70088 3.27481 1.76053
H 4.25152 -3.68196 2.68736
H 4.29152 -5.28698 0.76756
H 3.03116 -4.69439 -1.31407
H 1.72966 -2.58548 -1.34573
O -0.08917 -1.63834 2.28326
N -1.30829 -1.67368 2.84578
C -1.47555 -2.62066 3.80368
C -2.65421 -2.74272 4.45887
C -3.69221 -1.85382 4.11590
C -3.49510 -0.91010 3.15128
C -2.25466 -0.78483 2.46217
S -1.89905 0.34891 1.25213
H -0.60759 -3.23427 3.97378
H -2.77011 -3.50805 5.21424
H -4.64996 -1.91929 4.62030
H -4.27585 -0.21610 2.86783
S -1.68741 -3.30680 -2.00100
C -0.81890 -2.17133 -1.19799
N -0.19530 -1.35132 -0.64437
S 2.34815 0.49976 -1.26344
C 3.36075 1.36510 -0.20765
N 3.19512 2.64290 0.13751
C 4.11360 3.09106 1.19146
C 4.96959 1.82838 1.43459
N 4.45357 0.90128 0.41748
H 2.32714 3.09986 -0.09104
H 3.56751 3.38322 2.08485
H 4.70958 3.93320 0.85619
H 4.81560 1.43228 2.43710
H 6.02826 2.01835 1.28782
H 4.63859 -0.08536 0.41490
C -4.73349 1.85799 -3.53508
C -4.74602 0.47619 -2.88222
C -3.52663 0.23516 -1.99571
N -2.31409 0.08498 -2.80520
C -1.22258 0.83784 -2.74190
S -0.96956 2.13222 -1.71063
N -0.15274 0.45462 -3.56631
C 0.00069 -0.55040 -4.52510
O 1.10046 -1.00339 -4.75004
C -1.19090 -0.97682 -5.33064
C -2.05451 -0.02420 -5.85479
C -3.09192 -0.41547 -6.69028
C -3.26914 -1.76260 -6.98715
C -2.40752 -2.71580 -6.45095
C -1.35684 -2.32088 -5.63221
H -5.56087 1.98131 -4.24271
H -3.79710 2.02337 -4.07952
H -4.81304 2.64579 -2.78014
H -4.77929 -0.29730 -3.65934
H -5.64277 0.35296 -2.26917
H -3.64220 -0.67011 -1.40274
H -3.36335 1.06538 -1.31730
H -2.28206 -0.74983 -3.36942
H 0.72266 0.84025 -3.23935
H -1.91130 1.02469 -5.60808
H -3.75840 0.32928 -7.10789
H -4.07331 -2.06878 -7.64586
H -2.55140 -3.76582 -6.67454
H -0.66926 -3.04519 -5.21061
```

**E_HOMO (alpha / beta)**: -6.96 / -7.42 eV
**HOMO-LUMO gap (alpha / beta)**: 6.39 / 6.73 eV
**Net charge**: 0
**Energy above the lowest of the compared OMol25 structures with the same formula, charge and spin**: 36.4 kJ/mol
**Expectation value of S²**: 0.76
**Spin multiplicity**: 2
**E**: -121856.6679 eV

=====

Below is a structure of composition C21H45B2BeBr3Cl4F4IN4NaO8PS in a non-equilibrium geometry, with properties calculated with ωB97M-V/def2-TZVPD.

Structure (XYZ):
```
96
Properties=species:S:1:pos:R:3
C 2.69165 -1.53287 2.16898
C 1.60377 -2.09985 1.66314
C 1.05642 -1.82716 0.27849
N 0.26583 -0.52811 0.11340
I 1.49854 0.55319 -1.26679
C 0.13355 0.45858 1.23959
C -1.37795 0.56994 1.68178
P -1.88920 2.29070 1.15191
N -1.19769 3.37328 2.28946
O -3.53334 2.44323 1.28599
C -2.04325 -0.50396 0.77932
B -2.48549 -1.85294 1.51383
O -2.95875 -2.92005 0.70950
N -2.47789 -2.02864 2.94197
C -1.10256 -2.12877 3.45920
C -3.14102 -3.29501 3.33852
C -1.12317 -0.56383 -0.46646
C -1.47987 -1.55119 -1.57489
O -0.91442 -1.26690 -2.84448
C -1.87513 -0.71957 -3.75552
C -1.09595 -0.32393 -5.02822
H 3.02288 -1.80153 3.16725
H 3.25790 -0.83998 1.54658
H 1.10461 -2.84090 2.27814
H 1.91223 -1.80898 -0.39106
H 0.48365 -2.70594 -0.02871
H 0.25980 1.42197 0.72305
H 0.90642 0.53187 2.00197
H -1.46639 0.46930 2.76769
H -1.03593 2.90481 3.17854
H -1.77157 4.20091 2.40853
H -3.81183 2.36029 2.21116
H -2.99920 -0.14157 0.35676
H -3.84459 -2.67051 0.41606
H -0.64084 -3.10602 3.27131
H -0.43582 -1.34597 3.09860
H -1.12962 -2.01359 4.55011
H -3.15996 -3.32575 4.43442
H -4.16116 -3.36233 2.96295
H -2.54286 -4.14729 2.99507
H -1.25064 0.43166 -0.91734
H -2.57203 -1.49229 -1.68258
H -1.26370 -2.60248 -1.33420
H -2.41153 0.15149 -3.36307
H -2.57149 -1.53895 -3.99622
H -0.04241 -0.26062 -4.74526
H -1.46102 0.65284 -5.34041
H -1.20138 -1.09500 -5.80408
C -0.73008 -3.23608 8.09470
C 0.30356 -2.98784 7.10601
N 1.11333 -2.78280 6.32264
H -1.16476 -2.29925 8.44145
H -1.53220 -3.85105 7.68383
H -0.32471 -3.75235 8.96333
C 0.60726 -5.47720 -2.02929
Cl -0.64594 -5.11112 -0.83499
Cl 1.12259 -3.99807 -2.82447
Cl 1.98239 -6.29770 -1.27376
H 0.18623 -6.13962 -2.77559
C 3.91504 6.43908 1.09655
C 3.89840 5.74812 -0.25679
O 3.52183 4.38632 -0.19831
C 2.22547 4.12294 0.31588
C 1.09707 4.75984 -0.47828
H 4.55882 5.90193 1.79495
H 4.28172 7.46160 0.99487
H 2.91944 6.48542 1.54063
H 4.90680 5.75945 -0.67320
H 3.26089 6.28831 -0.96530
H 2.16919 4.41521 1.37093
H 2.11244 3.03825 0.28852
H 1.13785 5.85077 -0.44589
H 0.10247 4.45412 -0.06293
H 1.14692 4.45936 -1.52931
Br -1.78662 5.04994 -0.30230
Br 0.75589 -2.26918 -7.34121
C 0.52416 -2.20614 -9.27055
C -0.29366 -1.01585 -9.69379
Br -2.18113 -1.30038 -9.33048
H 0.07634 -3.15110 -9.56464
H 1.53382 -2.14164 -9.67532
H -0.22586 -0.86946 -10.76977
H -0.00228 -0.10228 -9.18456
Na 0.61500 -5.08378 -9.45843
Cl -2.17216 6.83316 1.28832
Be 0.25983 -8.32877 -0.37050
B -0.21749 3.49454 -4.49450
F -0.00824 2.50668 -5.48316
F 1.00679 3.77192 -3.84214
F -0.70323 4.66270 -5.09194
F -1.15495 3.01321 -3.54085
O 1.07249 -0.28369 8.82835
S 2.41707 0.18557 8.40687
O 2.90462 1.20363 9.36007
O 2.33596 0.78821 7.05271
O 3.34401 -0.96647 8.36766
```

**E_HOMO**: -2.57 eV
**HOMO-LUMO gap**: 0.76 eV
**Net charge**: -1
**E**: -350325.7787 eV

=====

Below is an isolated molecule of C2H5NO3 in a non-equilibrium geometry, with properties calculated with ωB97M-V/def2-TZVPD.

Structure (XYZ):
```
11
Properties=species:S:1:pos:R:3
O -0.03558 -2.72521 -0.50025
C -0.63069 -1.68628 -0.41925
O -0.30190 -0.99066 1.08137
N -0.64647 0.00632 0.14184
C 0.81974 0.81479 0.27686
O 0.82542 1.79979 -0.65190
H -1.21279 -1.38617 -1.31532
H -1.48326 0.48216 0.47421
H 1.53945 0.04971 -0.00307
H 0.90922 1.12634 1.32126
H 0.21686 2.50922 -0.40574
```

**E_HOMO**: -9.21 eV
**HOMO-LUMO gap**: 9.68 eV
**Net charge**: 0
**Energy above the lowest of the compared OMol25 structures with the same formula, charge and spin**: 629.2 kJ/mol
**E**: -9781.6684 eV
**SMILES**: [O-][C@H]1O[N@H+]1CO

=====

Below is an isolated molecule of C5H6O2 in a non-equilibrium geometry, with properties calculated with ωB97M-V/def2-TZVPD.

Structure (XYZ):
```
13
Properties=species:S:1:pos:R:3
C 1.17608 -0.59554 -0.18433
C 0.02626 -0.75326 -0.93561
C -0.22806 0.67599 -1.41763
O -0.11964 1.30402 -0.08343
C 0.44965 0.27706 0.80283
C -0.63930 -0.65325 1.26929
O -0.99733 -1.25231 -0.23255
H 2.07876 -0.17967 -0.61453
H -1.23384 0.87380 -1.79518
H 0.53445 1.06703 -2.09588
H 1.03864 0.76873 1.58257
H -1.63117 -0.25226 1.44226
H -0.31078 -1.31233 2.10128
```

**E_HOMO (alpha / beta)**: -8.39 / -8.98 eV
**HOMO-LUMO gap (alpha / beta)**: 7.95 / 8.66 eV
**Net charge**: 0
**Energy above the lowest of the compared OMol25 structures with the same formula, charge and spin**: 536.3 kJ/mol
**E**: -9371.5375 eV
**SMILES**: C1=C2CO[C@H]1CO2